1.
{"formula": "C20H20N2O3", "method": "ωB97M-V/def2-TZVPD", "e_above_lowest_kj_mol": 2428.4, "orbital_gap_ev": 6.66, "energy_ev": -30164.359, "symbols": ["C", "H", "O", "C", "C", "N", "C", "O", "C", "C", "C", "C", "C", "C", "C", "C", "H", "O", "C", "C", "C", "C", "C", "C", "C", "H", "H", "H", "H", "H", "H", "H", "H", "H", "H", "H", "C", "N", "H", "H", "H", "H", "H", "H", "H"], "positions_angstrom": [[2.88517, 2.89392, -1.65397], [2.96753, 1.82687, -1.50079], [2.69653, 3.37517, -2.92121], [1.63743, 3.24629, -3.63830], [1.51031, 1.97217, -4.07292], [1.18547, 0.89043, -3.22494], [-0.00378, 0.67138, -2.91883], [-1.21891, 1.35878, -3.46158], [-0.51584, -0.12003, -1.75367], [-1.73720, -0.48573, -1.34030], [-2.39117, -1.34048, -0.50470], [-3.73806, -1.46990, -0.43895], [-4.14118, -2.21093, 0.84007], [-3.45566, -2.89445, 1.65333], [-2.09241, -2.43604, 1.75957], [-1.35837, -1.83639, 0.63613], [-0.30028, -1.55468, 0.82261], [-1.24274, -3.07940, 2.75604], [-0.10525, -2.85118, 2.88070], [0.45593, -1.44483, 2.95379], [1.57391, -0.76338, 2.51760], [1.99767, 0.38763, 2.49840], [1.02145, 1.24821, 3.26837], [-0.02966, 0.71879, 3.75087], [-0.70447, -0.36515, 3.67648], [-1.42639, -0.92973, 4.16909], [-0.66452, 1.54729, 4.52508], [1.17357, 2.32098, 3.41487], [2.97815, 0.81848, 2.21258], [2.32610, -1.57902, 2.01642], [0.25547, -3.38602, 3.68318], [0.51985, -3.09458, 1.99690], [-3.84899, -3.46552, 2.49415], [-5.16790, -2.49467, 0.74603], [-4.21302, -1.15966, -1.10846], [-2.62275, -0.13540, -2.15640], [0.56556, -0.59688, -1.02097], [1.81823, -1.28437, -0.72641], [1.77050, 0.39550, -2.72661], [0.70284, 1.77733, -5.19370], [2.53269, 1.32773, -4.62061], [1.84169, 3.79575, -4.77046], [0.86034, 3.54689, -3.15006], [2.06010, 3.27521, -1.10078], [3.64207, 3.58363, -1.26765]], "atomic_forces_ev_per_a": [[-0.6, 1.8, 1.1], [0.6, -0.2, -0.1], [6.2, 1.8, 0.8], [2.3, 2.8, -6.3], [0.3, -10.1, -9.9], [-2.2, 2.8, -1.8], [-13.7, 3.6, -0.8], [7.0, -3.1, 1.9], [2.0, -0.5, 0.8], [-3.9, 2.8, -7.5], [4.7, -1.5, 5.6], [8.8, -6.5, 13.8], [-5.4, 2.5, -8.3], [5.2, -0.2, 5.2], [5.0, -1.7, -2.7], [-5.8, -0.5, 2.0], [-1.1, -0.1, -0.9], [-18.0, -1.1, -2.1], [16.0, 3.7, -1.7], [-5.9, 5.6, 3.5], [0.3, -15.2, -2.8], [0.1, 12.8, 3.3], [8.1, 1.9, -4.6], [-7.4, 6.1, 6.7], [5.2, -8.7, -3.9], [-1.6, 0.2, 0.8], [1.6, -1.8, -2.1], [0.3, -0.5, 0.0], [-0.9, -0.7, -0.1], [-1.5, 1.6, 0.9], [1.4, -1.3, 2.0], [0.2, -1.4, -0.5], [-0.1, -0.1, -0.5], [-0.9, 0.1, 0.4], [-8.1, 4.7, -9.6], [2.8, -0.2, 1.8], [13.7, -7.9, 3.2], [-12.2, 7.1, -2.8], [4.7, -3.0, 2.9], [2.2, 1.0, 3.8], [-2.2, 3.1, 1.4], [-0.8, -0.6, 3.4], [-5.5, 2.4, 2.4], [-1.4, -0.3, 1.1], [0.8, -1.2, 0.2]]}

2.
{"formula": "C20H20N2O4S", "method": "ωB97M-V/def2-TZVPD", "smiles": "Cc1ccccc1CS(=O)(=O)Cc1ccc(C(=O)NCc2cccnc2)o1", "e_above_lowest_kj_mol": 102.7, "orbital_gap_ev": 9.36, "energy_ev": -43069.804, "symbols": ["C", "C", "C", "C", "C", "C", "C", "C", "S", "O", "O", "C", "C", "C", "C", "C", "C", "O", "N", "C", "C", "C", "C", "C", "N", "C", "O", "H", "H", "H", "H", "H", "H", "H", "H", "H", "H", "H", "H", "H", "H", "H", "H", "H", "H", "H", "H"], "positions_angstrom": [[-2.88034, 0.76118, 2.50945], [-1.80849, 0.73513, 3.55771], [-2.01707, 0.03065, 4.73748], [-1.06822, 0.00849, 5.74320], [0.11196, 0.71528, 5.58931], [0.33772, 1.42092, 4.42186], [-0.60209, 1.42367, 3.39557], [-0.28630, 2.17311, 2.14547], [1.40848, 1.81123, 1.54403], [1.41053, 2.03574, 0.12414], [2.37048, 2.54035, 2.32356], [1.71033, 0.00789, 1.84181], [0.58433, -0.74659, 1.27447], [-0.32960, -1.60647, 1.82268], [-1.22700, -1.94446, 0.78622], [-0.80581, -1.25887, -0.32390], [-1.36795, -1.18755, -1.68519], [-2.32612, -1.85069, -2.03465], [-0.73287, -0.29429, -2.47726], [-1.06835, -0.12573, -3.87250], [0.00486, -0.68386, -4.76855], [0.65425, 0.09512, -5.71668], [1.64223, -0.47991, -6.49996], [1.94815, -1.81625, -6.29493], [1.33981, -2.56761, -5.39245], [0.39540, -2.01658, -4.65482], [0.29946, -0.53588, -0.02376], [-3.16904, 1.78578, 2.27993], [-3.76063, 0.22832, 2.85874], [-2.54500, 0.28581, 1.58826], [-2.94469, -0.50707, 4.86963], [-1.25517, -0.54882, 6.64875], [0.85172, 0.72091, 6.37522], [1.25132, 1.98091, 4.29138], [-0.93944, 1.92724, 1.31493], [-0.27899, 3.25138, 2.30055], [1.82102, -0.14946, 2.90822], [2.64745, -0.17619, 1.31955], [-0.35260, -1.95027, 2.83604], [-2.07255, -2.59811, 0.83924], [0.07090, 0.19813, -2.11577], [-1.22658, 0.93614, -4.08627], [-2.00646, -0.66965, -4.02684], [0.38800, 1.13565, -5.84253], [2.16362, 0.09698, -7.24803], [2.71357, -2.31279, -6.87651], [-0.08266, -2.66812, -3.93439]], "atomic_forces_ev_per_a": [[0.1, 0.0, 0.0], [0.0, 0.1, 0.0], [0.0, 0.0, 0.0], [0.1, 0.0, 0.1], [0.0, -0.1, 0.1], [-0.1, 0.0, 0.1], [-0.1, -0.1, 0.5], [0.7, -0.4, -0.3], [0.1, 0.0, -0.2], [-0.2, -0.1, -0.2], [0.0, 0.0, 0.4], [-0.4, 1.0, -0.3], [-0.5, -0.7, 0.6], [0.6, 0.4, -0.2], [0.2, 0.3, -0.8], [-0.5, -0.8, 0.8], [0.2, 0.3, -0.1], [-0.1, -0.2, 0.1], [0.2, 0.2, -0.1], [-0.2, -0.1, -0.1], [0.1, 0.1, -0.2], [-0.1, -0.2, 0.1], [0.0, -0.1, 0.0], [0.1, 0.3, -0.2], [0.1, -0.5, 0.1], [-0.2, 0.2, 0.1], [0.0, 0.0, -0.4], [-0.1, 0.1, -0.1], [-0.1, 0.0, 0.0], [0.0, 0.0, -0.1], [-0.1, 0.0, 0.0], [0.0, 0.0, 0.1], [0.1, 0.0, 0.1], [0.1, 0.0, 0.1], [-0.1, 0.0, -0.1], [0.1, 0.1, -0.1], [0.0, -0.1, 0.0], [0.1, 0.1, 0.0], [0.0, 0.0, 0.3], [-0.2, -0.1, -0.1], [0.0, -0.1, 0.1], [0.0, -0.1, 0.0], [0.1, 0.2, 0.0], [0.0, 0.1, 0.0], [0.1, 0.0, -0.1], [0.1, 0.0, -0.1], [-0.1, 0.0, 0.1]]}

3.
{"formula": "C20H20N2O6", "method": "ωB97M-V/def2-TZVPD", "smiles": "CC(C)CNC(=O)COC(=O)c1ccc2c(c1)C(=O)N(Cc1ccco1)C2=O", "e_above_lowest_kj_mol": 94.0, "orbital_gap_ev": 7.90, "energy_ev": -36331.168, "symbols": ["C", "C", "C", "C", "N", "C", "O", "C", "O", "C", "O", "C", "C", "C", "C", "C", "C", "C", "O", "N", "C", "C", "C", "C", "C", "O", "C", "O", "H", "H", "H", "H", "H", "H", "H", "H", "H", "H", "H", "H", "H", "H", "H", "H", "H", "H", "H", "H"], "positions_angstrom": [[-7.49702, -0.73970, 2.53072], [-6.84418, -0.28422, 1.22895], [-7.83815, 0.50481, 0.37947], [-6.31442, -1.50848, 0.46863], [-5.53180, -1.14790, -0.69357], [-4.18670, -1.12646, -0.66600], [-3.51118, -1.51424, 0.25768], [-3.54780, -0.60520, -1.96930], [-2.22181, -0.18988, -1.70652], [-2.11741, 0.81350, -0.82589], [-3.06831, 1.42386, -0.40245], [-0.70603, 1.10377, -0.46006], [-0.47010, 2.11031, 0.47425], [0.81966, 2.42957, 0.87945], [1.85993, 1.71488, 0.32122], [1.62650, 0.70559, -0.61927], [0.35075, 0.38090, -1.02284], [2.93916, 0.14050, -1.02541], [3.19096, -0.72953, -1.81536], [3.88373, 0.85570, -0.29747], [5.30545, 0.58033, -0.35035], [5.62767, -0.70541, 0.34078], [5.28530, -1.17320, 1.57601], [5.84407, -2.47085, 1.67200], [6.48028, -2.68981, 0.49042], [6.35173, -1.62854, -0.32132], [3.32555, 1.80888, 0.54175], [3.94826, 2.53917, 1.26813], [-8.33988, -1.39613, 2.32355], [-7.85970, 0.11722, 3.09265], [-6.78379, -1.27846, 3.14917], [-5.98970, 0.35859, 1.46320], [-7.35914, 0.91888, -0.50485], [-8.24650, 1.33277, 0.95359], [-8.66324, -0.13278, 0.06619], [-7.14717, -2.14227, 0.14905], [-5.65309, -2.08526, 1.11834], [-6.02198, -0.71557, -1.45962], [-4.13063, 0.22832, -2.37673], [-3.47090, -1.41248, -2.69995], [-1.32252, 2.63474, 0.87959], [1.00834, 3.20562, 1.60454], [0.16924, -0.40187, -1.74109], [5.61964, 0.50562, -1.39490], [5.80422, 1.42635, 0.13374], [4.71398, -0.65721, 2.32071], [5.77768, -3.13986, 2.50493], [7.03969, -3.52557, 0.12027]], "atomic_forces_ev_per_a": [[0.2, 0.1, -0.2], [-0.1, -0.2, -0.1], [0.3, -0.1, 0.2], [0.1, 0.1, 0.3], [-0.4, 0.0, -0.1], [0.1, 0.1, -0.6], [0.2, -0.1, 0.3], [-0.2, 0.0, 0.2], [0.2, -0.1, -0.1], [-0.3, 0.3, 0.1], [0.1, -0.1, -0.1], [0.3, -0.1, 0.0], [-0.1, -0.1, -0.1], [0.2, -0.1, -0.1], [-0.6, -0.3, -0.3], [-0.3, 0.5, 0.4], [0.0, 0.1, 0.1], [0.0, -0.1, -0.1], [0.0, 0.0, 0.0], [0.4, 0.0, 0.0], [0.2, -0.2, -0.1], [-0.4, 0.2, 0.7], [0.1, 0.4, -0.6], [0.3, -0.2, -0.4], [-0.1, -0.5, 0.8], [0.1, 0.3, -0.5], [0.2, 0.1, 0.0], [-0.1, 0.0, 0.1], [-0.1, -0.1, 0.0], [-0.1, 0.1, 0.1], [0.0, -0.1, 0.1], [0.0, 0.0, 0.0], [0.0, 0.1, -0.1], [-0.1, 0.1, 0.0], [-0.1, -0.1, 0.0], [0.0, 0.0, 0.1], [-0.1, 0.0, -0.1], [0.2, 0.0, 0.0], [0.0, -0.2, 0.0], [0.0, 0.1, 0.1], [-0.1, 0.0, 0.0], [0.0, 0.1, 0.1], [0.0, -0.1, -0.1], [0.0, 0.1, 0.1], [-0.1, -0.1, -0.2], [-0.1, 0.2, 0.1], [0.0, -0.2, 0.1], [0.1, -0.1, -0.1]]}

4.
{"formula": "C20H20N2O8", "method": "ωB97M-V/def2-TZVPD", "smiles": "CCOC(=O)c1cc(NC(=O)COc2ccc([N+](=O)[O-])cc2)cc(C(=O)OCC)c1", "orbital_gap_ev": 8.81, "energy_ev": -40423.125, "symbols": ["C", "C", "O", "C", "O", "C", "C", "C", "N", "C", "O", "C", "O", "C", "C", "C", "C", "N", "O", "O", "C", "C", "C", "C", "C", "O", "O", "C", "C", "C", "H", "H", "H", "H", "H", "H", "H", "H", "H", "H", "H", "H", "H", "H", "H", "H", "H", "H", "H", "H"], "positions_angstrom": [[3.91609, 4.42812, 2.32095], [2.41714, 4.20230, 2.44965], [2.05486, 2.87137, 2.07164], [1.90597, 2.63502, 0.76333], [2.01658, 3.47396, -0.09328], [1.55679, 1.21193, 0.49049], [1.61674, 0.24879, 1.49160], [1.27118, -1.06915, 1.21178], [1.33367, -2.04480, 2.22672], [0.75042, -2.02993, 3.45552], [1.07062, -2.81245, 4.31671], [-0.43282, -1.06044, 3.62952], [-1.53027, -1.60943, 2.91938], [-1.85962, -1.19012, 1.67744], [-1.67244, 0.10366, 1.18557], [-2.03855, 0.40719, -0.10823], [-2.62006, -0.56692, -0.91085], [-2.94275, -0.26653, -2.27142], [-2.42230, 0.71732, -2.76542], [-3.70526, -1.00346, -2.85614], [-2.86805, -1.84277, -0.41392], [-2.48628, -2.14895, 0.86973], [0.88668, -1.42197, -0.07580], [0.82433, -0.45597, -1.07374], [0.28765, -0.85190, -2.41061], [-0.37463, -1.85083, -2.57104], [0.59648, 0.01966, -3.35272], [0.04074, -0.18043, -4.65871], [1.00861, 0.36593, -5.69098], [1.16269, 0.86129, -0.79572], [4.46095, 3.69652, 2.91291], [4.21743, 4.33768, 1.28028], [4.16373, 5.42516, 2.67295], [2.09009, 4.29909, 3.48687], [1.87192, 4.90976, 1.81667], [1.94658, 0.52438, 2.48181], [1.93017, -2.84500, 2.05335], [-0.18623, -0.04669, 3.31427], [-0.71433, -1.06635, 4.68563], [-1.24370, 0.87787, 1.80234], [-1.88724, 1.39879, -0.50699], [-3.32440, -2.57748, -1.05837], [-2.64411, -3.13324, 1.28010], [0.60971, -2.43849, -0.31167], [-0.91393, 0.35492, -4.68926], [-0.14624, -1.24959, -4.80316], [0.57958, 0.25540, -6.68239], [1.95214, -0.17275, -5.65068], [1.19937, 1.41861, -5.50181], [1.11164, 1.61761, -1.56278]], "atomic_forces_ev_per_a": [[-0.3, -0.2, -0.1], [0.2, 0.6, 0.0], [0.0, -0.3, 0.1], [-0.1, 0.1, -0.2], [0.0, 0.0, 0.0], [-0.1, -0.2, 0.0], [0.0, -0.1, -0.2], [0.0, 0.4, -0.3], [0.4, -0.5, -0.4], [-0.4, 0.3, 0.1], [0.0, -0.1, 0.3], [0.2, -0.1, 0.3], [-0.2, -0.1, 0.2], [-0.3, 0.1, -0.6], [-0.1, -0.2, 0.4], [-0.2, -0.1, -0.4], [0.2, -0.3, 1.3], [-0.2, 0.1, -0.5], [0.1, 0.3, -0.2], [-0.1, -0.2, -0.2], [0.0, 0.3, -0.3], [0.2, 0.2, 0.3], [0.1, 0.2, 0.0], [0.2, 0.0, 0.1], [-0.2, -0.4, 0.3], [0.1, 0.0, -0.1], [0.3, 0.3, 0.0], [-0.3, -0.2, -0.6], [-0.1, -0.1, 0.4], [0.1, 0.0, 0.1], [0.1, 0.0, 0.1], [0.1, 0.0, -0.1], [0.1, 0.1, 0.0], [0.0, 0.0, -0.1], [0.0, -0.1, 0.2], [0.0, 0.0, 0.1], [-0.1, 0.1, 0.2], [-0.1, 0.0, 0.0], [0.1, 0.0, -0.2], [0.0, 0.0, 0.1], [0.0, 0.0, 0.0], [0.0, -0.1, 0.0], [0.0, -0.1, 0.0], [-0.1, -0.1, 0.0], [0.1, -0.2, 0.0], [0.0, 0.2, 0.0], [0.0, 0.0, -0.1], [0.1, 0.0, 0.0], [0.0, 0.1, -0.1], [0.0, 0.1, -0.1]]}